Record 1
Density functional theory data (wB97M-V/def2-TZVPD) for C22H22F3N3O2 in the gas phase.

Geometry (Å):
H: 7.55688 -1.11448 -1.53719
H: -5.15672 -0.99009 1.05817
C: -5.09914 -0.13756 0.40039
C: -1.66308 1.14479 1.14197
H: 5.27204 -2.04571 -1.52576
C: 1.37879 -2.45734 -0.04206
C: -2.44608 -1.07263 1.29632
H: -7.11380 1.55788 -1.74169
C: -7.43995 -0.65877 -0.18402
C: 4.48555 -0.44802 -0.33232
C: 4.75438 0.73600 0.33462
H: 0.22368 1.39143 0.13553
H: 3.96276 1.24873 0.85894
H: 0.47033 -1.21373 -1.59332
C: -1.42336 -1.48975 0.23238
H: -1.89482 -1.41787 -0.76518
H: 7.33409 2.88500 0.87414
H: 8.04109 0.99332 -0.36951
C: -6.21917 0.19925 -0.33891
C: -3.92637 0.62522 0.31644
H: 1.06032 -2.64150 0.98590
C: 7.03868 0.59097 -0.35582
C: 6.03641 1.27126 0.32241
C: 2.05079 -0.21358 -0.59782
H: -1.93788 2.19338 1.04465
N: -2.83967 0.30543 1.10080
C: -0.64619 0.74112 0.07250
H: -1.98869 -1.16100 2.28630
H: -1.09321 0.85096 -0.93061
H: -1.20235 1.00384 2.12511
C: -3.95516 1.74667 -0.52669
H: -1.13801 -2.52802 0.40271
H: 1.09539 -3.31755 -0.64731
N: -0.24542 -0.63698 0.32033
C: -5.08517 2.07668 -1.24719
H: 6.16345 2.42477 2.11476
H: -5.06661 2.94407 -1.88942
F: -7.15247 -1.97483 -0.23442
C: 6.76754 -0.59622 -1.01411
O: 3.69796 -3.15268 0.19511
H: -3.30367 -1.73917 1.24508
C: 0.82155 -1.12512 -0.54465
F: -8.05295 -0.46672 1.00255
O: 2.08502 0.95014 -0.90040
H: 5.63091 3.33245 0.70456
C: -6.23387 1.30824 -1.17221
C: 6.31283 2.55452 1.04341
C: 2.88253 -2.30316 -0.03269
N: 3.16384 -0.97684 -0.31556
H: -3.08165 2.36801 -0.63912
C: 5.48914 -1.12245 -1.01362
F: -8.37045 -0.44238 -1.12350

Calculated values
LUMO, eV: 0.59
SMILES: Cc1cccc(N2C(=O)C[C@@H](N3CCN(c4cccc(C(F)(F)F)c4)CC3)C2=O)c1
E_HOMO, eV: -8.0630
Kohn-Sham gap, eV: 8.66

---

Record 2
Density functional theory data (wB97M-V/def2-TZVPD) for a molecular structure, C22H22I2IrN5OPSbSe4.

Geometry (Å):
C: 2.53668 0.20723 2.04741
I: -3.09454 -0.18005 -1.31866
C: 0.21912 -4.36830 0.65306
C: -0.60350 4.44246 0.96306
H: 5.01722 2.50193 2.37695
Se: -5.09517 -3.17837 2.38090
H: -0.59776 -0.48103 -2.55129
C: 2.75533 -0.83049 -2.15832
C: 2.13508 -1.25589 -4.49204
C: 2.85319 1.44079 -0.02119
C: 3.51633 1.00222 2.64386
Se: -3.51979 -0.03123 1.49714
H: 4.44505 2.86489 -0.01027
C: -0.64267 3.64829 2.05915
H: -0.57719 5.53822 0.96183
C: -0.84594 2.25536 1.89112
H: -0.53371 4.02392 3.09838
H: 0.02588 -1.16504 -4.89495
P: 0.96365 -0.57255 -0.06632
H: 2.38116 -1.61979 -5.47473
H: 2.06189 -2.71025 0.28384
H: 2.56977 1.65304 -1.07115
H: 3.74081 0.83828 3.69285
N: -0.63087 3.83524 -0.26851
N: -1.07739 -2.33720 0.76108
C: -0.56785 2.44311 -0.47510
N: -0.80308 1.69282 0.67008
H: 3.54292 -0.69392 -1.39737
H: -3.13112 -2.55086 0.90128
C: -2.18619 -4.46515 0.50076
C: -2.19541 -3.10862 0.75488
C: 1.42261 -0.67378 -1.80650
I: -4.19630 2.94656 1.21789
Se: -8.86443 -3.64704 0.90397
C: 0.10475 -2.95473 0.67409
H: 0.05198 5.53377 -1.35445
H: -1.42278 0.58632 2.94249
C: 2.23428 0.44092 0.70193
N: -1.07109 1.55032 3.00157
H: -3.13537 -4.92441 0.26453
N: 1.19758 -2.19229 0.45318
C: 3.10809 -1.15150 -3.49664
H: 2.06538 -0.61704 2.59894
H: 1.22714 -4.79483 0.72528
Sb: -6.69310 -2.35132 0.52389
O: -0.29858 1.98706 -1.58182
H: 4.17470 -1.28517 -3.69193
C: 0.43438 -0.71574 -2.81560
Ir: -1.20305 -0.32021 0.62133
C: 4.19972 1.96879 1.91709
Se: -5.48131 -3.73045 -1.27853
C: 0.80047 -1.03645 -4.11637
C: -0.57244 4.65501 -1.48756
H: -1.59190 4.96892 -1.74036
H: -1.17223 2.05056 3.88272
H: -0.73981 -6.16995 0.21169
C: -0.91742 -5.12601 0.46720
H: -0.19733 3.98939 -2.26469
C: 3.87417 2.17425 0.58891

Calculated values
LUMO (spin up / spin down), eV: -4.78 / -5.06
Charge: +1
E_HOMO (spin up / spin down), eV: -10.0718 / -10.3710
Kohn-Sham gap (spin up / spin down), eV: 5.29 / 5.31
2S+1: 6

---

Record 3
Density functional theory data (wB97M-V/def2-TZVPD) for C22H22N2O5S in the gas phase.

Geometry (Å):
H: -4.34927 3.13082 -0.66783
C: 2.20016 -0.66732 1.75131
H: -0.53014 -3.21112 1.68903
H: 0.82492 1.05058 -4.03142
C: -1.20740 -3.32069 -0.20175
C: -4.22182 3.01718 -1.74650
C: 2.97337 0.17344 5.30133
H: -3.02997 -1.59459 -0.13390
O: -2.92480 2.57518 -2.08066
H: 3.59896 2.08607 -1.77102
H: -4.98853 2.33895 -2.12971
H: 4.88482 -0.31075 1.99197
N: 1.21599 -1.58517 1.89746
H: -0.42668 0.52770 -5.19431
O: -4.07739 0.87165 -0.09809
C: -3.10422 0.39263 -0.93495
H: -5.16225 -0.85746 0.28986
H: 0.10178 2.22758 -5.15402
H: -4.32414 3.98870 -2.23003
H: 2.43895 0.29890 6.23138
C: -0.09550 1.34604 -4.54629
C: 4.34724 -0.16513 2.91482
O: -1.98541 -4.18770 0.11904
C: 0.61404 -1.86519 0.78622
C: -2.61930 -0.91064 -0.85813
N: -0.38007 -2.79744 0.77166
C: 4.34960 0.32789 5.26475
H: -0.30209 -0.84139 -3.30022
C: -1.61089 -1.35051 -1.69630
H: 4.89004 0.57626 6.16629
C: -4.69110 -0.01498 0.80543
C: 3.16791 0.91830 -0.03694
S: 1.21246 -0.98510 -0.59251
O: -1.09962 1.73025 -3.64106
C: 2.96259 -0.30267 2.94283
H: 3.10194 0.41406 -2.12137
H: 1.21066 -0.27586 4.16762
H: -0.06348 -2.81744 -1.94134
H: 1.89702 1.60568 -1.61587
H: -5.45737 0.57219 1.30979
C: -1.55537 0.81005 -2.74803
H: -1.70346 -3.41726 -2.24112
C: 5.03270 0.14963 4.07301
H: -3.98122 -0.39245 1.54842
C: -1.08142 -0.48768 -2.64578
C: 2.35694 -0.18732 0.46080
O: 3.95028 1.52839 0.65926
C: -2.57743 1.26957 -1.89313
H: 6.10693 0.25579 4.04520
C: -1.09956 -2.76874 -1.59969
C: 2.28238 -0.14898 4.14957
C: 2.92823 1.28012 -1.48507

Calculated values
LUMO, eV: -0.16
SMILES: COc1cc(CC(=O)Nc2nc(-c3ccccc3)c(C(C)=O)s2)cc(OC)c1OC
E_HOMO, eV: -8.1630
Energy relative to the best compared isomer or geometry (same formula, charge and spin), kJ/mol: 182.4
Kohn-Sham gap, eV: 8.01

---

Record 4
Density functional theory data (wB97M-V/def2-TZVPD) for C22H22N2O9P2 in the gas phase.

Geometry (Å):
C: -5.84845 1.60080 -0.33532
N: 3.72113 -2.96979 -2.40007
O: -4.05170 -1.28258 -0.83572
H: -4.44391 -1.39453 1.19106
C: -2.07713 0.62166 1.52133
C: 2.76246 -2.41531 1.64715
H: -6.50614 -0.06597 -1.50261
H: -7.20517 -0.01031 0.12470
C: 0.31635 0.47257 1.45772
H: 1.19406 0.13420 -0.46742
H: -1.00602 0.05918 -1.62385
O: -3.65510 0.82155 -2.14668
C: 3.37878 -2.78101 -1.00607
O: 2.47932 5.63484 -1.65803
H: 3.13632 -4.87174 -0.65221
C: -0.94593 0.21723 -0.55776
C: 2.54695 2.65880 0.22544
H: -2.12943 -2.25472 0.85201
H: 3.56626 -0.65792 -1.14480
C: 4.66780 1.56989 -0.08431
H: -0.79894 0.83643 3.23780
H: -5.53593 2.17517 -1.21278
C: -4.21832 -2.05182 0.34522
O: 0.98710 4.75030 -0.38963
C: 3.40205 1.60428 0.49146
H: -3.17143 -3.53800 1.48813
H: 5.33285 0.75704 0.17056
H: -6.21555 2.28175 0.43796
H: 2.54343 -2.24368 2.69197
P: -3.66374 0.27971 -0.79528
H: -5.08016 -2.70140 0.16166
O: 3.71510 -4.10047 -2.82949
O: -4.70709 0.96449 0.22910
H: -7.78217 1.10495 -1.12550
C: 0.27655 0.25861 0.08748
C: -6.90949 0.58960 -0.73354
H: -2.74688 -3.50634 -0.23042
H: -2.99417 0.77777 2.06684
H: 4.50528 4.41424 -1.91421
P: 3.00295 0.30080 1.70612
C: 3.34530 -1.49108 -0.49261
C: 4.21847 3.61950 -1.24241
N: 2.07566 4.76639 -0.91894
C: -2.98355 -2.89217 0.63448
H: 2.57549 -4.54659 1.75200
C: 3.03129 -1.31523 0.84168
H: 1.56711 2.72826 0.67509
H: 6.05224 2.53167 -1.40359
C: 3.09907 -3.88640 -0.21297
O: 1.48406 0.51767 2.17818
C: -2.12058 0.39180 0.15498
C: 2.78842 -3.69687 1.12235
O: 3.85343 0.32756 2.88914
C: 2.96655 3.65759 -0.64284
O: 3.99327 -1.98025 -3.04371
C: 5.07227 2.56868 -0.95434
C: -0.86041 0.65919 2.17550

Calculated values
LUMO, eV: -1.03
SMILES: CCOP(=O)(OCC)c1ccc(OP(=O)(c2cccc([N+](=O)[O-])c2)c2cccc([N+](=O)[O-])c2)cc1
E_HOMO, eV: -9.7046
Energy relative to the best compared isomer or geometry (same formula, charge and spin), kJ/mol: 18.9
Kohn-Sham gap, eV: 8.67

---

Record 5
Density functional theory data (wB97M-V/def2-TZVPD) for a molecular structure, C22H22N3OSScSe4Si.

Geometry (Å):
C: -2.37012 2.33358 0.50866
H: -0.22969 -0.55118 -5.80776
N: 3.49725 -2.69953 1.44617
C: -2.17121 -1.93633 0.35009
H: -3.02867 4.32045 0.96765
H: -2.97862 -1.10788 -2.58379
O: -0.06017 0.01489 0.63315
Se: 1.00763 2.68425 3.32898
C: -2.35613 -4.34298 0.09647
H: 4.07977 -3.20146 2.09264
H: 2.50416 -2.86631 1.51358
H: 1.00287 0.28209 -1.80743
H: 6.52398 1.73606 -0.26600
C: -1.70946 -0.87323 -4.28609
Se: 2.31466 4.16735 2.06568
H: 5.27872 2.59111 2.41076
H: -3.22147 -1.13068 2.04681
H: 6.67278 3.36507 1.64505
H: 5.02042 2.64761 -0.08900
C: -2.97170 -2.02875 1.49278
C: -1.99168 -0.81638 -2.92927
C: -1.03050 -0.39725 -2.00453
C: 5.67118 1.91586 0.39173
C: 0.22576 -0.03767 -2.49404
H: 1.50049 0.19637 -4.20477
N: 3.01269 -0.59077 0.57815
C: -4.07307 0.78061 -0.12982
C: -2.72021 1.04176 0.11555
H: -3.53500 -5.36642 1.56916
C: -3.32888 3.32625 0.66135
Si: -1.44134 -0.29582 -0.17620
C: -3.45869 -3.25228 1.93118
S: 5.47119 -0.83572 1.14508
C: -4.66481 3.04428 0.41585
C: 6.13672 2.42396 1.75935
Sc: 1.43933 1.09185 1.02882
C: 0.51776 -0.08960 -3.85092
C: -3.15205 -4.41153 1.23144
H: -4.38256 -0.21474 -0.43193
H: -4.07896 -3.30152 2.81746
N: 3.60412 0.60635 0.27109
H: -2.11841 -5.24475 -0.45429
Se: 1.64912 3.50702 -0.09344
H: 6.80492 1.70985 2.24397
H: -1.33231 2.59033 0.68853
H: -2.47000 -1.20046 -4.98384
C: 3.85234 -1.45132 1.07101
H: -6.07785 1.54153 -0.17899
C: -1.87079 -3.11586 -0.33647
C: -0.45189 -0.50870 -4.74893
H: -5.41466 3.81640 0.53492
Se: 2.33667 0.77001 3.49993
H: -1.25864 -3.07450 -1.23104
C: 4.86194 0.67064 0.52010
C: -5.03693 1.76810 0.01542

Calculated values
LUMO, eV: -0.16
E_HOMO, eV: -7.4184
Kohn-Sham gap, eV: 7.26

---

Record 6
Density functional theory data (wB97M-V/def2-TZVPD) for C22H22N4O3 in the gas phase.

Geometry (Å):
H: 0.14067 3.24912 2.70205
C: -4.89535 -0.80683 1.38875
C: -3.27628 -0.69423 -0.28499
C: 4.29411 -1.88043 -1.40338
H: 4.93097 0.24523 1.74102
N: 0.22229 1.38385 -0.64615
C: 5.55581 -1.47936 -1.02329
C: 1.45123 0.27754 2.15420
H: 0.21907 -1.72334 0.69604
C: 3.33978 -0.63415 0.47302
H: -0.15161 1.57935 -2.60242
C: -2.12834 1.24500 -1.67576
H: 1.16072 1.26091 -0.91259
C: -3.32049 -2.12444 -0.42013
H: 1.60199 -2.63695 -1.41331
H: -2.42746 1.40812 -2.73305
H: -2.82632 1.73531 -1.10009
C: 3.22613 -1.44959 -0.65844
C: 2.01222 -0.44414 0.98458
C: -0.07595 1.68667 0.70679
C: -0.67019 1.88370 -1.65513
C: -2.31247 -0.23027 -1.23721
N: -2.31345 -2.48402 -1.33124
N: 0.49258 2.37460 2.95741
H: -0.35736 1.77401 3.03913
C: 4.64879 -0.23909 0.79437
H: -3.74878 0.93671 1.05754
H: 1.92107 2.23161 1.48522
N: 1.96730 -1.94107 -0.73448
H: -0.84253 -1.39051 -2.55641
C: 1.00770 1.68912 1.78917
C: -4.20743 -2.89218 0.26808
H: -4.22127 -3.93728 0.04211
H: -5.79890 -2.67440 1.68920
O: -1.72153 4.03595 -1.79689
C: 1.24323 -1.40707 0.39146
H: 0.58605 -0.18510 2.60498
H: 6.66060 -0.34676 0.42050
H: 4.19512 -2.34336 -2.35882
H: -2.05582 -3.44340 -1.65715
C: 5.66704 -0.58059 0.00375
H: -5.41817 -0.22928 2.12344
C: -1.76995 -1.32270 -1.86987
H: 2.10833 0.39023 3.01424
C: -0.74106 3.41383 -1.48989
O: -1.25400 1.91702 0.86008
O: 0.34935 4.11145 -1.09009
C: -3.86253 -0.11767 0.76282
C: -4.99843 -2.17485 1.16118
H: 6.40719 -2.01103 -1.48292
H: -0.01363 4.99477 -1.17743

Calculated values
LUMO, eV: 0.33
SMILES: N[C@@H](Cc1c[nH]c2ccccc12)C(=O)N[C@@H](Cc1c[nH]c2ccccc12)C(=O)O
E_HOMO, eV: -7.8142
Energy relative to the best compared isomer or geometry (same formula, charge and spin), kJ/mol: 309.8
Kohn-Sham gap, eV: 8.14

---

| no. | molecular weight (g mol⁻¹) | E (eV) |
| --- | --- | --- |
| 1 | 417.43 | -39890.47855 |
| 2 | 1287.05 | -328916.58268 |
| 3 | 426.49 | -47223.23567 |
| 4 | 520.37 | -63154.98514 |
| 5 | 765.39 | -330494.71555 |
| 6 | 390.44 | -35273.02852 |